Entry 1:
The following is a DFT calculation (ωB97M-V with the def2-TZVPD basis set) of a cluster of 14 separate species, C8H42O13 in total at a distorted geometry.

Geometry as XYZ:
```
63
Properties=species:S:1:pos:R:3:forces:R:3
C 0.77242 2.25680 1.47319 -1.5 -1.7 1.1
C -0.26376 1.75961 0.45248 -1.1 -0.2 -0.9
C -1.07619 2.85781 -0.25055 0.6 0.2 0.0
C -0.42607 3.43809 -1.48828 0.1 -0.3 -1.1
C -0.48205 2.43242 -2.66622 0.1 -0.4 -0.5
C 0.83737 1.80085 -3.00422 0.6 -0.2 -0.3
C 1.25290 0.57110 -2.75104 -0.3 -1.1 1.1
C 2.65742 0.02892 -2.80150 0.5 2.0 -1.2
H 0.39057 1.82218 2.41188 0.1 0.5 0.3
H 0.74090 3.33356 1.57874 0.6 0.1 -0.2
H 1.73849 1.76113 1.46000 0.4 0.6 -0.7
H 0.09774 1.07561 -0.32275 0.6 0.4 0.0
H -1.06891 1.13647 0.86387 0.4 0.0 0.8
H -2.02714 2.45395 -0.60023 -0.1 -0.1 0.2
H -1.29384 3.65703 0.46544 0.0 0.0 0.1
H -1.00262 4.30438 -1.78937 0.0 0.4 0.0
H 0.62285 3.71175 -1.42892 0.0 0.4 0.7
H -1.21865 1.65377 -2.45232 0.0 0.1 -0.2
H -0.76540 2.94300 -3.59029 -0.4 0.1 0.2
H 1.57698 2.39309 -3.54935 -0.1 0.4 0.2
H 0.58924 -0.13610 -2.23966 -0.3 0.3 -0.1
H 3.19065 0.37712 -3.69842 -0.3 -0.4 -0.3
H 2.75736 -1.04118 -2.74767 0.1 -0.2 0.3
H 3.24566 0.59996 -2.07762 0.0 -0.8 0.7
H 1.88892 -3.31092 -0.92613 0.3 0.3 -0.2
H 1.58120 -2.42428 -2.18853 0.2 0.0 0.3
O 1.47711 -3.29685 -1.80077 -0.2 -0.4 0.1
H 0.72066 -2.65774 4.19655 -0.3 -0.2 -0.2
H -0.20488 -1.86447 3.20111 0.0 -0.3 0.0
O 0.38981 -1.79118 3.95505 0.3 0.6 0.3
H 3.46661 4.04569 0.34979 -0.3 0.2 0.2
H 3.16246 3.42679 -0.95711 -0.4 0.0 -0.2
O 2.73218 3.95295 -0.27083 0.7 -0.2 -0.1
H -2.72855 -0.06785 -0.89072 0.0 0.2 0.1
H -3.61363 -0.25771 -2.07347 0.2 0.3 -0.2
O -2.95462 0.36550 -1.73064 -0.3 -0.6 0.1
H -1.87961 -0.28955 4.11272 0.0 -0.4 0.0
H -1.73050 0.66484 2.97572 0.1 -0.1 -0.4
O -1.93523 -0.26238 3.14794 0.0 0.5 0.7
H 2.31199 -3.79973 2.17689 0.3 0.2 0.1
H 1.95932 -2.31683 1.89953 0.1 -0.1 0.2
O 2.14296 -3.16397 1.47569 -0.3 -0.7 -0.4
H 0.40262 -2.43865 -0.10982 -0.4 0.5 -0.6
H 0.05510 -0.86362 -0.22441 0.1 -0.4 -0.5
O 0.31348 -1.59123 0.34806 0.3 0.6 1.2
H -2.78870 -1.10629 1.64154 -0.4 0.4 -0.5
H -1.60396 -1.47094 0.86075 0.0 0.3 -0.5
O -2.50602 -1.11951 0.70886 0.4 -0.7 0.7
H -1.04276 -2.96056 -2.20166 0.3 -0.2 -0.2
H -0.60825 -1.89572 -3.21658 -0.1 0.0 -0.1
O -1.22412 -2.62306 -3.08846 -0.1 0.3 -0.3
H -3.57215 3.50728 1.05938 0.9 -0.2 0.1
H -3.21736 2.32708 2.13334 0.7 0.4 -0.4
O -3.87441 2.84164 1.67361 -1.6 -0.2 0.3
H -1.43022 -4.80512 1.94186 0.2 -0.1 0.1
H 0.01468 -4.37064 1.58821 0.0 0.1 0.0
O -0.80808 -4.07034 2.00118 0.0 -0.1 0.3
H -1.45817 -3.50308 0.42003 0.7 -0.4 -0.6
H -2.14187 -2.87130 -0.68517 0.0 -0.1 -0.6
O -1.41098 -3.49943 -0.56339 -1.2 0.2 1.0
H 3.04839 -0.41288 3.38865 -0.2 0.1 -0.1
H 2.81839 -0.45746 1.85972 0.0 0.2 0.1
O 3.40230 -0.75974 2.56434 0.1 -0.1 -0.1
```
Positions in Å, forces in eV/Å.

As for the molar mass: 346.41 Da. The value obtained for the relative energy (zero: lowest compared OMol25 entry of this formula, charge and spin) is 0.0 kJ/mol. The largest force on an atom comes out at 2.46 eV Å⁻¹. As for the total energy: -1308.0558 a.u. The value obtained for the HOMO energy is -0.3370 Eh.

Atomic partial charges in e from the Löwdin method, atoms 1 to 8: -0.07, -0.23, -0.22, -0.18, -0.18, -0.13, -0.18, -0.08


Entry 2:
The following is a DFT calculation (ωB97M-V with the def2-TZVPD basis set) of a cluster of 15 separate species, C8H46N16O15 in total at a distorted geometry.

Geometry as XYZ:
```
85
Properties=species:S:1:pos:R:3:forces:R:3
C 4.40521 -1.37649 3.38592 -0.8 0.3 4.1
O 4.14509 -0.93505 4.50657 0.0 0.3 -0.2
N 4.06287 -0.79541 2.28873 -1.0 2.9 -2.7
N 4.96582 -2.51617 3.17365 2.0 -4.3 -0.1
H 3.78652 0.14753 2.52241 -0.2 -0.8 -0.6
H 4.05629 -1.31044 1.41994 -0.3 1.1 0.3
H 5.25026 -2.76560 2.23717 0.0 -0.4 0.5
H 4.95780 -3.18901 3.92686 0.4 0.1 -0.3
C 0.60070 -0.77538 -4.54484 1.5 -0.4 -2.2
O 1.78174 -0.63378 -4.66513 2.7 0.4 0.4
N -0.11058 -0.34337 -3.57051 -3.0 2.2 4.6
N -0.08172 -1.43271 -5.43891 -2.8 -2.7 -4.1
H 0.33549 0.03919 -2.74906 -0.1 0.1 -0.4
H -1.11957 -0.36795 -3.60842 0.3 -0.1 0.3
H 0.34349 -1.80891 -6.27424 0.6 0.4 0.4
H -1.08467 -1.52204 -5.51773 0.2 0.3 0.6
C 0.43683 0.73462 5.13734 -1.6 -0.3 6.8
O 0.78521 0.89808 6.30351 0.0 0.3 -0.1
N -0.76900 0.40250 4.77044 -4.4 -0.8 -0.9
N 1.16062 0.81656 4.13152 6.2 1.3 -5.4
H -0.78657 0.19077 3.78304 -1.4 -0.5 0.5
H -1.50830 0.21607 5.43284 0.2 -0.1 -0.4
H 0.84569 0.57823 3.20194 0.7 0.2 0.2
H 2.12339 1.03278 4.34699 0.2 -0.3 -0.7
C -0.53239 4.84113 2.39936 -1.1 -0.9 3.4
O -0.01608 5.87900 2.15661 1.9 3.0 -1.3
N -0.90590 4.02687 1.44503 0.1 -0.7 -3.7
N -0.75424 4.32672 3.59059 0.1 0.1 1.6
H -1.18456 3.06161 1.54852 -0.7 -1.3 0.0
H -0.65218 4.40438 0.54325 -0.7 0.0 -1.1
H -0.33050 4.85800 4.33777 -0.4 -0.5 0.5
H -1.22262 3.43717 3.68762 0.2 0.1 0.6
C -1.23981 -4.18990 -2.31779 2.7 -0.8 -1.4
O -0.03422 -4.37857 -2.27143 0.5 0.2 0.7
N -1.89381 -3.34035 -1.58172 -2.1 3.0 3.1
N -1.96889 -4.77351 -3.25500 -1.3 -1.0 -1.2
H -2.87894 -3.13408 -1.66581 0.5 -0.7 -0.2
H -1.43786 -2.68923 -0.95862 0.5 -0.4 0.0
H -2.96126 -4.58572 -3.24829 0.3 -0.5 -0.8
H -1.41971 -5.18946 -3.99357 -0.7 -0.2 0.0
C -0.26113 0.16457 -0.07153 -2.9 -3.0 2.1
O -1.26322 -0.58415 -0.19706 1.0 0.4 -0.8
N -0.19459 1.37758 -0.52794 0.5 3.5 -1.8
N 0.68660 -0.11741 0.81803 0.6 -0.2 0.3
H -0.88060 1.79490 -1.14059 0.2 -0.4 0.0
H 0.67902 1.87235 -0.41786 -0.1 0.0 -0.4
H 0.76517 -1.07915 1.11633 0.3 0.1 0.1
H 1.33963 0.63344 0.99087 0.8 -0.8 0.4
C -4.35641 0.07980 -1.50180 0.1 2.2 3.5
O -4.03309 1.06723 -0.80842 0.6 1.3 -0.6
N -3.68957 -0.98105 -1.53969 4.8 -5.0 -0.5
N -5.53242 -0.11604 -1.95579 -4.4 1.7 -2.1
H -4.01902 -1.77505 -2.06991 0.2 0.4 0.2
H -2.81765 -1.04005 -1.03337 0.4 0.1 -0.1
H -5.69614 -0.93428 -2.52480 -0.7 0.7 0.0
H -6.02598 0.76446 -1.99082 -1.0 -0.6 -0.6
C 3.52155 -1.57583 -1.84453 3.3 0.3 -4.0
O 4.33255 -1.49006 -2.74874 0.7 0.3 0.0
N 2.25421 -1.60226 -1.99294 -5.1 0.0 -0.2
N 3.78633 -1.67352 -0.57852 2.8 0.0 5.8
H 1.80638 -1.51056 -2.89358 0.3 -0.4 0.2
H 1.84665 -1.79630 -1.08943 -1.5 0.0 -1.1
H 4.70051 -1.51054 -0.18126 0.2 -0.2 -1.0
H 3.09331 -1.98602 0.08644 0.1 -0.1 -0.3
O -0.29675 -3.13928 2.56202 0.2 0.4 -0.1
H -0.25320 -4.06679 2.32952 -0.3 -0.4 -0.1
H 0.11471 -3.08855 3.42478 -0.1 0.0 0.6
O -2.34488 2.71814 -2.40415 0.2 0.4 0.2
H -3.05493 3.06377 -2.94507 -0.3 0.1 -0.4
H -2.77881 2.13126 -1.78486 -0.9 -0.8 0.6
O -1.97544 5.16727 -0.90271 0.4 0.2 0.7
H -2.28482 4.34642 -1.28575 -0.2 -0.5 -0.4
H -1.46048 5.57731 -1.59763 0.1 0.3 -0.2
O 1.90515 -3.00045 0.94238 0.3 0.1 0.0
H 1.85898 -3.87706 0.56073 0.0 -0.3 -0.5
H 1.47464 -3.08605 1.79300 -0.4 0.1 0.3
O -0.34196 3.80032 -3.77532 0.5 0.2 -0.2
H -0.95768 3.27882 -3.26040 -0.1 -0.3 0.0
H -0.43881 4.69013 -3.43607 0.1 0.3 -0.2
O -2.51421 1.76927 1.53513 0.8 0.8 0.8
H -2.22407 0.94966 1.93549 -0.1 -0.4 0.1
H -2.87276 1.50827 0.68687 -0.7 -0.4 -0.9
O 2.75926 1.64537 1.83828 -0.5 0.4 -0.2
H 3.59573 1.22398 1.64082 0.3 0.4 -0.7
H 2.89862 2.56772 1.62362 0.1 0.4 0.1
```
Positions in Å, forces in eV/Å.

As for the molar mass: 606.55 Da. Its spin multiplicity is 2. As for the total charge: +1. The largest force on an atom comes out at 8.37 eV Å⁻¹. As for the total energy: -2336.9398 a.u. The value obtained for the HOMO energy (alpha / beta) is -0.3971 / -0.3971 Eh.

Atomic partial charges in e from the Löwdin method, atoms 1 to 8: -0.78, 0.04, 0.17, 0.19, 0.07, 0.06, 0.12, 0.13


Entry 3:
The following is a DFT calculation (ωB97M-V with the def2-TZVPD basis set) of a structure of composition C8H4AsN2O5ReS4.

Geometry as XYZ:
```
25
Properties=species:S:1:pos:R:3:forces:R:3
Re -0.77706 1.28241 -2.28491 0.0 0.1 0.1
S -0.16447 3.00052 -6.49181 0.0 0.0 0.0
As 0.44148 3.76315 -4.54652 0.0 0.0 0.0
S -1.44189 3.17451 -3.16097 0.0 0.0 0.0
S 1.27766 1.24300 -2.61214 0.0 0.0 0.0
S -0.51282 5.04605 -6.01070 0.0 0.0 0.0
O -2.41633 -2.01520 -4.35315 0.0 0.0 0.0
C -2.02542 -1.11668 -3.76068 0.0 0.0 0.0
N -1.62012 -0.16339 -3.11792 0.0 0.0 -0.1
O 3.02779 -2.14151 6.95876 0.0 0.0 0.0
C 3.20932 -2.50929 5.91911 0.0 0.0 0.0
O -1.10196 1.32725 -0.64632 0.0 0.0 -0.1
C 3.43584 -2.97093 4.62124 0.0 0.0 0.0
C 4.11508 -4.19343 4.44886 0.0 0.0 0.0
C 4.33880 -4.63593 3.16246 0.0 0.0 0.0
C 3.90044 -3.87930 2.07981 0.0 0.0 0.0
C 3.23191 -2.68166 2.29188 0.0 0.1 0.0
C 2.97848 -2.18863 3.54699 0.0 0.0 0.0
N 2.77793 -1.88730 1.11953 0.0 0.0 0.0
O 3.06004 -2.31874 0.02851 0.0 0.0 0.0
O 2.16318 -0.86991 1.35340 0.0 -0.1 0.0
H 4.45054 -4.76512 5.30399 0.0 0.0 0.0
H 4.85738 -5.56919 2.99563 0.0 0.0 0.0
H 4.07332 -4.20786 1.06343 0.0 0.0 0.0
H 2.45675 -1.25117 3.68243 0.0 0.0 0.0
```
Positions in Å, forces in eV/Å.

As for the molar mass: 597.53 Da. As for the total charge: +2. The value obtained for the relative energy (zero: lowest compared OMol25 entry of this formula, charge and spin) is 6.2 kJ/mol. The largest force on an atom comes out at 0.12 eV Å⁻¹. As for the total energy: -4699.1283 a.u. The value obtained for the HOMO energy is -0.5147 Eh.

Atomic partial charges in e from the Löwdin method, atoms 1 to 8: 0.87, 0.05, 0.29, 0.11, 0.23, 0.09, 0.28, -0.34


Entry 4:
The following is a DFT calculation (ωB97M-V with the def2-TZVPD basis set) of a structure of composition C8H4AuCl2FN2O7.

Geometry as XYZ:
```
25
Properties=species:S:1:pos:R:3:forces:R:3
Au 0.44283 2.26120 -0.69601 -0.1 -0.2 0.0
O 2.80615 -0.85011 -1.65922 0.2 0.0 0.2
C 1.88739 -0.22467 -1.20361 -0.3 0.0 -0.5
O 1.89991 1.10881 -1.26888 0.1 -0.1 0.1
C 0.69366 -0.93407 -0.63280 0.1 0.0 0.1
C 0.89784 -2.25882 -0.26824 0.1 0.0 0.0
C -0.13584 -2.99849 0.25717 0.1 0.0 0.1
C -1.40000 -2.46881 0.41708 -0.1 0.1 0.0
C -1.60233 -1.16998 0.01856 0.0 -0.1 0.1
C -0.57824 -0.36680 -0.49862 0.0 0.2 -0.1
O -0.91035 0.88082 -0.85074 0.1 -0.1 0.1
N -2.95370 -0.60986 0.15355 0.0 -0.2 -0.1
O -3.46018 -0.14966 -0.84385 0.0 0.1 0.0
O -3.47342 -0.70222 1.24616 0.0 0.1 0.0
N 0.10465 -4.38990 0.66540 -0.1 -0.2 -0.6
O -0.85414 -5.02953 1.04723 0.1 0.1 0.2
O 1.22503 -4.82948 0.51612 0.0 0.1 0.2
H 1.87736 -2.69484 -0.40103 0.0 0.0 0.0
H -2.20000 -3.05551 0.84462 0.0 0.0 0.0
F -0.92230 3.52985 -0.18582 0.0 0.0 0.0
Cl 1.35681 4.49398 2.27773 0.0 0.0 0.0
C 1.24948 5.14380 0.66661 0.0 0.0 0.1
Cl 2.01321 4.02238 -0.54236 0.1 0.0 0.0
H 1.82289 6.05931 0.57995 0.0 0.0 0.0
H 0.21332 5.23259 0.36100 0.0 0.0 0.0
```
Positions in Å, forces in eV/Å.

As for the molar mass: 527.00 Da. The value obtained for the relative energy (zero: lowest compared OMol25 entry of this formula, charge and spin) is 0.0 kJ/mol. The largest force on an atom comes out at 0.67 eV Å⁻¹. As for the total energy: -2099.1286 a.u. The value obtained for the HOMO energy is -0.3695 Eh.

Atomic partial charges in e from the Löwdin method, atoms 1 to 8: 1.21, 0.12, -0.53, -0.21, -0.05, 0.09, -0.12, 0.10